Record 1
Molecular formula: C52H48N6PS3SbTl
Method: DFT, ωB97M-V/def2-TZVPD

HOMO (alpha / beta) = -6.40 / -6.71 eV
multiplicity = 2
energy relative to the best compared isomer or geometry (same formula, charge and spin) = 0.00 kcal/mol
E_LUMO (alpha / beta) = 0.14 / 0.11 eV
⟨S²⟩ = 0.761
Kohn-Sham gap (alpha / beta) = 6.5471 / 6.8127 eV

Last column: Mulliken spin population.
CARTESIAN COORDINATES (ANGSTROEM)
1 Tl -0.254911 1.867079 0.301448  0.088
2 C 4.013162 -2.315532 -1.073669  0.000
3 N 3.525706 -1.286720 -0.164633  0.000
4 C 2.226828 -0.865889 -0.020567  -0.003
5 N 2.164782 0.129825 0.835058  0.004
6 C 3.432115 0.358521 1.287900  -0.001
7 C 4.303602 -0.511643 0.657082  -0.002
8 C 5.771113 -0.663871 0.720103  0.001
9 C 6.347874 -1.806737 1.270456  0.000
10 C 7.728591 -1.925481 1.351386  0.000
11 C 8.542046 -0.904003 0.879254  0.000
12 C 7.972413 0.232482 0.320275  0.000
13 C 6.593156 0.353670 0.238587  0.000
14 C 3.723775 1.397515 2.297196  -0.004
15 C 4.809196 1.293951 3.171917  0.001
16 C 5.071165 2.295873 4.095781  -0.001
17 C 4.254714 3.415631 4.169403  0.000
18 C 3.163137 3.519056 3.318131  0.001
19 C 2.901959 2.518090 2.396114  -0.017
20 P 0.890708 -1.849386 -0.792687  -0.001
21 C -0.358261 -1.770006 0.541957  -0.008
22 N -0.661959 -0.713835 1.261067  0.001
23 C -1.464485 -1.128701 2.283729  0.003
24 C -1.682744 -2.489843 2.168269  0.001
25 N -0.978032 -2.882108 1.052371  0.000
26 C -0.857099 -4.250824 0.570367  0.000
27 C -2.444867 -3.425040 3.016241  0.000
28 C -2.188777 -3.475963 4.387709  0.000
29 C -2.930971 -4.309316 5.210074  0.000
30 C -3.930116 -5.111575 4.672631  0.000
31 C -4.179903 -5.079652 3.308551  0.000
32 C -3.442633 -4.239897 2.484122  0.000
33 C -1.911611 -0.171033 3.313074  0.005
34 C -3.193387 -0.208588 3.864040  0.000
35 C -3.569766 0.715197 4.827842  0.001
36 C -2.672616 1.688207 5.253183  0.000
37 C -1.398347 1.733658 4.706440  0.000
38 C -1.019240 0.810600 3.742607  0.000
39 C 0.112495 -0.788120 -2.056100  -0.003
40 N -0.503746 0.366371 -1.915086  0.002
41 C -0.963578 0.736544 -3.149033  -0.007
42 C -0.610969 -0.226638 -4.070981  -0.001
43 N 0.067653 -1.188460 -3.363916  -0.002
44 C 0.669457 -2.390725 -3.926079  0.000
45 C -0.885872 -0.290453 -5.517192  0.001
46 C -1.624089 -1.341902 -6.060916  0.000
47 C -1.949887 -1.348215 -7.409810  0.000
48 C -1.541226 -0.303164 -8.227341  0.000
49 C -0.796507 0.740784 -7.694484  0.000
50 C -0.468392 0.747539 -6.347149  0.000
51 C -1.749639 1.971465 -3.348015  0.013
52 C -2.894688 1.972757 -4.146224  0.001
53 C -3.660318 3.123198 -4.270352  0.000
54 C -3.298260 4.282471 -3.594709  0.001
55 C -2.159440 4.289537 -2.800873  -0.006
56 C -1.389025 3.141996 -2.684912  -0.010
57 H 3.547647 -2.204323 -2.049042  0.000
58 H 3.798843 -3.312722 -0.691094  0.000
59 H 5.086793 -2.203722 -1.188296  0.000
60 H 5.710548 -2.595090 1.656691  0.000
61 H 8.167955 -2.810906 1.793332  0.000
62 H 9.618690 -0.992951 0.949944  0.000
63 H 8.603795 1.029813 -0.052024  0.000
64 H 6.133660 1.240554 -0.185119  0.000
65 H 5.446094 0.420972 3.148817  0.000
66 H 5.920017 2.195149 4.762207  0.000
67 H 4.471441 4.203410 4.880473  0.000
68 H 2.515911 4.387162 3.352590  0.001
69 H 2.073256 2.639333 1.712485  0.033
70 H -0.901997 -4.935608 1.412748  0.000
71 H 0.093300 -4.369388 0.060674  0.000
72 H -1.658008 -4.498948 -0.126270  0.000
73 H -1.408427 -2.849193 4.802690  0.000
74 H -2.729788 -4.330843 6.274407  0.000
75 H -4.515028 -5.756216 5.317144  0.000
76 H -4.958490 -5.701469 2.883744  0.000
77 H -3.662174 -4.196719 1.423274  0.000
78 H -3.905234 -0.949532 3.521555  0.000
79 H -4.571801 0.679930 5.238601  0.000
80 H -2.969662 2.409587 6.004558  0.000
81 H -0.689736 2.486719 5.031277  0.000
82 H -0.016412 0.834454 3.327618  -0.001
83 H 0.629130 -2.329140 -5.009495  0.000
84 H 0.136809 -3.284179 -3.601086  0.000
85 H 1.709518 -2.475548 -3.620070  0.000
86 H -1.966821 -2.145611 -5.417496  0.000
87 H -2.534306 -2.163018 -7.818620  0.000
88 H -1.809978 -0.297264 -9.276452  0.000
89 H -0.469498 1.554463 -8.329405  0.000
90 H 0.106319 1.563536 -5.923650  0.000
91 H -3.201414 1.065180 -4.651585  0.000
92 H -4.551600 3.107961 -4.886625  0.000
93 H -3.905587 5.175493 -3.684781  0.000
94 H -1.863404 5.183906 -2.264944  0.001
95 H -0.488680 3.162538 -2.080899  0.006
96 S 0.594870 5.113629 0.017500  0.005
97 Sb 2.103287 4.775986 -1.645899  -0.006
98 S 3.712561 3.085156 -0.771796  0.003
99 S 2.125592 2.248665 -1.842610  0.021
100 C -3.969693 1.083905 -0.827534  0.039
101 C -3.876131 1.364969 0.671397  -0.107
102 C -5.265005 1.653098 1.264057  0.067
103 C -2.952357 2.507339 0.971063  0.795
104 H -4.665592 0.265377 -1.033900  0.001
105 H -2.989809 0.809945 -1.220210  -0.027
106 H -4.314740 1.971143 -1.369171  -0.002
107 H -3.505017 0.460897 1.164600  0.057
108 H -5.681876 2.574153 0.845566  0.000
109 H -5.209316 1.761854 2.349567  -0.006
110 H -5.949181 0.830753 1.031111  0.008
111 H -2.754675 2.725041 2.020148  0.045
112 H -3.044883 3.391627 0.338596  0.009

Forces on the atoms, in the same order (eV/Å):
Tl 0.1 0.3 0.3
C -0.1 0.1 0.1
N -0.1 -0.1 -0.1
C 0.2 -0.1 -0.1
N -0.3 0.0 0.2
C 0.2 0.0 -0.1
C -0.1 0.0 0.0
C 0.0 0.1 0.0
C 0.0 0.0 0.0
C 0.0 0.0 0.0
C 0.0 0.0 0.0
C 0.0 0.0 0.0
C -0.1 0.0 0.0
C 0.1 0.0 0.1
C -0.2 0.0 -0.1
C 0.0 0.0 0.0
C 0.0 0.0 0.0
C 0.0 0.0 0.0
C -0.1 0.1 0.0
P -0.2 0.2 0.2
C 0.0 -0.2 0.1
N 0.1 -0.1 0.1
C -0.1 -0.2 -0.1
C 0.0 0.2 0.0
N 0.2 -0.1 0.0
C -0.1 0.1 0.0
C 0.0 0.1 0.0
C 0.0 0.0 -0.1
C 0.0 0.0 0.0
C 0.0 0.0 0.0
C 0.0 0.0 -0.1
C -0.1 0.0 0.0
C 0.0 0.0 0.0
C 0.1 0.0 0.0
C 0.0 0.0 0.0
C -0.1 0.0 0.0
C 0.1 0.0 0.0
C 0.1 0.0 0.0
C 0.1 0.0 -0.2
N -0.1 0.0 0.0
C 0.0 0.0 -0.1
C -0.1 0.1 0.1
N 0.1 -0.1 0.0
C 0.0 0.0 0.0
C 0.0 0.0 0.0
C 0.0 0.0 0.0
C 0.0 0.0 0.0
C 0.0 0.0 0.0
C 0.0 0.0 0.0
C 0.0 0.0 0.0
C -0.1 0.0 0.0
C 0.1 0.0 0.0
C 0.0 0.0 0.0
C 0.0 0.0 0.0
C 0.0 0.0 0.0
C 0.0 -0.1 0.0
H 0.0 0.0 0.0
H 0.0 0.0 0.0
H 0.0 0.0 0.0
H 0.0 0.0 0.0
H 0.0 0.0 0.0
H 0.0 0.0 0.0
H 0.0 0.0 0.0
H 0.0 0.0 0.0
H 0.0 -0.1 -0.1
H 0.0 0.0 0.0
H 0.0 0.0 0.0
H 0.0 0.0 0.0
H 0.0 0.0 0.0
H 0.0 0.0 0.0
H 0.1 0.0 0.0
H 0.0 0.0 0.0
H 0.0 0.0 0.0
H 0.0 0.0 0.0
H 0.0 0.0 0.0
H 0.0 0.0 0.0
H 0.0 0.0 0.0
H 0.0 0.0 0.0
H 0.0 0.0 0.0
H 0.0 0.0 0.0
H 0.0 0.0 0.0
H 0.0 0.0 0.0
H 0.0 0.0 0.0
H 0.0 0.0 0.0
H 0.0 0.0 0.0
H 0.0 0.0 0.0
H 0.0 0.0 0.0
H 0.0 0.0 0.0
H 0.0 0.0 0.0
H 0.0 0.0 0.0
H 0.0 0.0 0.0
H 0.0 0.0 0.0
H 0.0 0.0 0.0
H 0.0 0.0 0.0
H -0.1 0.0 0.0
S 0.0 0.0 0.0
Sb 0.1 -0.6 0.2
S 0.1 0.3 -0.1
S -0.1 0.1 -0.3
C 0.0 0.1 0.1
C 0.0 0.0 -0.1
C 0.0 0.0 0.0
C -0.5 0.2 0.2
H 0.0 0.0 0.0
H 0.0 0.0 0.0
H 0.0 0.0 0.0
H 0.1 0.0 0.0
H 0.0 -0.1 0.0
H 0.0 0.0 0.0
H 0.0 0.1 0.0
H 0.1 -0.1 -0.1
H 0.2 -0.1 0.0

---

Record 2
Molecular formula: C52H50As2F6N3OPTi
Method: DFT, ωB97M-V/def2-TZVPD

HOMO (alpha / beta) = -9.77 / -9.78 eV
multiplicity = 2
E_LUMO (alpha / beta) = -2.16 / -1.95 eV
total charge = +1
⟨S²⟩ = 0.755
Kohn-Sham gap (alpha / beta) = 7.6110 / 7.8290 eV

Last column: Mulliken spin population.
CARTESIAN COORDINATES (ANGSTROEM)
1 Ti 0.013233 -0.296107 -0.033994  0.749
2 C -2.790317 0.227584 1.178554  0.018
3 N -2.063890 0.588675 -0.065601  -0.026
4 C -2.099182 2.059673 -0.209647  0.043
5 C -2.767846 -0.072106 -1.159419  0.025
6 C -3.907113 0.467381 -1.734991  0.000
7 C -4.582676 -0.229500 -2.721163  -0.001
8 C -4.064123 -1.437425 -3.156256  0.002
9 C -2.913602 -1.964028 -2.595510  -0.002
10 C -2.271027 -1.321988 -1.530078  0.008
11 N -1.115859 -1.751996 -0.842017  -0.034
12 C -0.682188 -3.090003 -0.898895  0.046
13 C -1.372522 -4.201243 -1.395695  -0.004
14 C -0.744294 -5.433692 -1.514700  0.002
15 C 0.568831 -5.608050 -1.115065  -0.004
16 C 1.212150 -4.559594 -0.473144  0.015
17 C 0.574796 -3.340284 -0.334205  0.004
18 N 1.049695 -2.304876 0.573234  -0.023
19 C 2.522279 -2.282037 0.695655  0.047
20 C 0.510378 -2.718937 1.903752  0.018
21 H -3.852936 0.449976 1.056211  0.003
22 H -2.667321 -0.834504 1.383375  -0.006
23 H -2.399479 0.799903 2.011320  0.002
24 H -3.102401 2.446258 -0.016518  0.002
25 H -1.412372 2.507454 0.502934  -0.003
26 H -1.802411 2.332198 -1.219495  -0.010
27 H -4.284694 1.426576 -1.408073  -0.001
28 H -5.479678 0.182327 -3.162866  0.000
29 H -4.535073 -1.968511 -3.972891  0.000
30 H -2.492085 -2.844839 -3.043769  0.000
31 H -2.409012 -4.129555 -1.671909  0.000
32 H -1.300504 -6.264635 -1.928601  0.000
33 H 1.066914 -6.559235 -1.241014  0.000
34 H 2.199498 -4.710532 -0.059103  0.001
35 H 2.883304 -3.195916 1.172578  0.002
36 H 2.978613 -2.171524 -0.283429  -0.005
37 H 2.806616 -1.437587 1.311852  -0.006
38 H 0.814933 -3.747888 2.106423  0.001
39 H 0.895825 -2.063043 2.677141  0.002
40 H -0.577472 -2.668624 1.882340  -0.002
41 C 4.582232 -1.609085 -3.509959  0.000
42 C 3.502062 -2.318681 -3.003084  0.011
43 C 2.285682 -1.681804 -2.816274  0.052
44 C 2.120490 -0.340869 -3.160190  -0.044
45 C 3.211181 0.366237 -3.654474  -0.002
46 C 4.434923 -0.267002 -3.824809  0.001
47 P 0.484614 0.403967 -2.837155  0.074
48 C 0.569879 2.087339 -3.553945  -0.003
49 C 0.285013 3.217349 -2.796417  -0.003
50 C 0.302701 4.480269 -3.373982  0.000
51 C 0.618602 4.625112 -4.714565  0.000
52 C 0.914092 3.503761 -5.480386  0.000
53 C 0.882634 2.244771 -4.906567  0.002
54 C -0.579198 -0.370078 -4.124106  -0.001
55 C -1.682913 0.348817 -4.582089  -0.001
56 C -2.481855 -0.152701 -5.595297  0.000
57 C -2.200007 -1.388522 -6.160386  -0.001
58 C -1.116768 -2.119750 -5.698945  0.000
59 C -0.308669 -1.613416 -4.688242  0.000
60 H 5.537209 -2.098034 -3.650631  0.000
61 H 3.605267 -3.365750 -2.744335  0.000
62 H 1.456731 -2.241203 -2.395974  -0.011
63 H 3.121873 1.418376 -3.884971  0.000
64 H 5.277543 0.296502 -4.203371  0.000
65 H 0.067802 3.121245 -1.743912  0.005
66 H 0.078879 5.350233 -2.770366  0.000
67 H 0.637098 5.608713 -5.165430  0.000
68 H 1.163638 3.611573 -6.527829  0.000
69 H 1.092414 1.374592 -5.516860  -0.001
70 H -1.913462 1.319728 -4.160865  0.000
71 H -3.326998 0.426092 -5.945618  0.000
72 H -2.818050 -1.775070 -6.960512  0.000
73 H -0.881521 -3.081610 -6.136569  0.000
74 H 0.547537 -2.190564 -4.371144  0.002
75 F 2.195874 0.199913 -0.216313  0.011
76 As 2.547567 1.922389 0.203520  0.004
77 F 4.220364 1.622980 0.217858  0.000
78 F 2.454891 1.445193 1.862362  0.001
79 F 2.595586 3.562164 0.650315  0.000
80 F 0.741864 1.954286 0.157599  0.008
81 F 2.577202 2.293456 -1.459924  0.001
82 O 0.037399 0.007252 1.982064  0.032
83 As 0.097921 0.726767 3.498904  0.000
84 C 0.232446 2.630693 3.465001  0.003
85 C 1.399692 3.257132 3.883597  -0.001
86 C 1.484022 4.640414 3.839685  0.000
87 C 0.409432 5.388495 3.382885  0.000
88 C -0.763572 4.761952 2.982024  0.000
89 C -0.857842 3.380605 3.030612  -0.001
90 C -1.533209 0.308884 4.413779  0.001
91 C -2.046232 -0.980479 4.296050  -0.002
92 C -3.190780 -1.331763 4.991935  0.000
93 C -3.816271 -0.401001 5.813344  0.000
94 C -3.297101 0.878533 5.941438  0.000
95 C -2.152133 1.237733 5.242286  0.000
96 C 1.475673 -0.011920 4.611172  0.002
97 C 1.199496 -0.100362 5.974893  0.000
98 C 2.159040 -0.601838 6.841080  0.000
99 C 3.384692 -1.025538 6.348271  0.000
100 C 3.655307 -0.943418 4.989909  -0.001
101 C 2.705002 -0.434188 4.117760  0.002
102 H 2.243703 2.673298 4.226410  0.000
103 H 2.394383 5.132498 4.153622  0.000
104 H 0.482708 6.467231 3.343653  0.000
105 H -1.605627 5.349824 2.641399  0.000
106 H -1.782796 2.894204 2.744004  0.000
107 H -1.554033 -1.706738 3.660329  0.001
108 H -3.593982 -2.331435 4.898952  0.000
109 H -4.709065 -0.677768 6.358117  0.000
110 H -3.779848 1.599826 6.587100  0.000
111 H -1.748192 2.236104 5.350487  0.000
112 H 0.240630 0.213198 6.367948  0.000
113 H 1.945241 -0.667160 7.899383  0.000
114 H 4.130661 -1.421088 7.024815  0.000
115 H 4.612628 -1.269496 4.605536  0.000
116 H 2.929616 -0.351123 3.068074  -0.001

Forces on the atoms, in the same order (eV/Å):
Ti 0.4 0.2 0.0
C 0.0 0.0 0.0
N -0.3 0.0 0.0
C 0.0 0.0 0.0
C 0.0 0.0 0.0
C 0.0 0.0 0.0
C 0.0 0.0 0.0
C 0.0 0.0 0.0
C 0.0 0.0 0.0
C 0.0 0.0 0.0
N -0.1 -0.1 0.1
C 0.0 0.1 0.0
C 0.0 0.0 0.0
C 0.0 0.0 0.0
C 0.0 0.0 0.0
C 0.0 0.0 0.0
C 0.0 0.0 0.0
N 0.0 -0.1 -0.1
C 0.0 0.0 0.0
C 0.0 0.0 0.0
H 0.0 0.0 0.0
H 0.0 0.0 0.0
H 0.0 0.0 0.0
H 0.0 0.0 0.0
H 0.0 0.0 0.0
H 0.0 0.0 0.0
H 0.0 0.0 0.0
H 0.0 0.0 0.0
H 0.0 0.0 0.0
H 0.0 -0.1 0.0
H 0.0 0.0 0.0
H 0.0 0.0 0.0
H 0.0 0.0 0.0
H 0.0 0.0 0.0
H 0.0 0.0 0.0
H 0.0 0.0 0.0
H 0.0 0.0 0.0
H 0.0 0.0 0.0
H 0.0 0.0 0.0
H 0.0 0.0 0.0
C 0.0 0.0 0.0
C 0.0 0.0 0.0
C 0.0 0.0 0.0
C 0.0 0.0 0.0
C 0.0 0.0 0.0
C 0.0 0.0 0.0
P -0.1 0.0 0.0
C 0.0 0.0 0.0
C 0.0 0.0 0.0
C 0.0 0.0 0.0
C 0.0 0.0 0.0
C 0.0 0.0 0.0
C 0.0 0.0 0.0
C 0.1 0.0 0.0
C 0.0 0.0 0.0
C 0.0 0.0 0.0
C 0.0 0.0 0.0
C 0.0 0.0 0.0
C 0.0 0.0 0.0
H 0.0 0.0 0.0
H 0.0 0.0 0.0
H 0.0 0.0 0.0
H 0.0 0.0 0.0
H 0.0 0.0 0.0
H 0.0 0.0 0.0
H 0.0 0.0 0.0
H 0.0 0.0 0.0
H 0.0 0.0 0.0
H 0.0 0.0 0.0
H 0.0 0.0 0.0
H 0.0 0.0 0.0
H 0.0 0.0 0.0
H 0.0 0.0 0.0
H 0.0 0.0 0.0
F -0.1 0.0 0.0
As 0.0 -0.1 0.0
F 0.0 0.0 0.0
F 0.0 0.0 0.1
F 0.0 0.0 0.0
F 0.0 0.0 0.0
F 0.0 0.0 0.0
O -0.1 0.1 0.0
As 0.0 0.0 -0.1
C 0.0 0.0 0.0
C 0.0 0.0 0.0
C 0.0 0.0 0.0
C 0.0 0.0 0.0
C 0.0 0.0 0.0
C 0.0 0.0 0.0
C 0.0 0.0 0.0
C 0.0 0.0 0.0
C 0.0 0.0 0.0
C 0.0 0.0 0.0
C 0.0 0.0 0.0
C 0.0 0.0 0.0
C 0.0 0.0 0.0
C 0.0 0.0 0.0
C 0.0 0.0 0.0
C 0.0 0.0 0.0
C 0.0 0.0 0.0
C 0.0 0.0 0.0
H 0.0 0.0 0.0
H 0.0 0.0 0.0
H 0.0 0.0 0.0
H 0.0 0.0 0.0
H 0.0 0.0 0.0
H 0.0 0.0 0.0
H 0.0 0.0 0.0
H 0.0 0.0 0.0
H 0.0 0.0 0.0
H 0.0 0.0 0.0
H 0.0 0.0 0.0
H 0.0 0.0 0.0
H 0.0 0.0 0.0
H 0.0 0.0 0.0
H 0.0 0.0 -0.1